[1]
The following is a quantum chemistry calculation of CH2N4O in the gas phase, from the OMol25 dataset.

```
! RIJCOSX wB97M-V def2-TZVPD def2/J DEFGRID3
* xyz 0 1
O 1.968 0.077 -0.047
N 0.579 0.067 0.026
C -0.245 1.100 0.001
N -1.472 0.589 -0.014
N -1.350 -0.765 0.014
N -0.107 -1.095 -0.028
H 2.135 -0.911 0.285
H 0.045 2.121 0.089
*
```

## Properties
SMILES: On1cnnn1
Largest force on an atom (eV/Å): 3.53
Orbital gap (eV): 11.54
HOMO level (eV): -11.0


[2]
The following is a quantum chemistry calculation of a molecular structure, C16H21N3O3, from the OMol25 dataset.

```
! RIJCOSX wB97M-V def2-TZVPD def2/J DEFGRID3
* xyz 0 1
C -0.143 -1.575 0.638
C -0.871 -0.253 0.447
C 1.180 -1.317 1.525
C 2.039 0.021 1.118
C 1.671 1.414 1.237
C 3.278 0.030 0.410
C 3.485 1.396 -0.045
C 4.211 -0.919 -0.067
C 4.561 1.784 -0.828
C 5.391 -0.445 -0.743
C 5.539 0.907 -1.115
C -2.747 0.732 -0.896
C -2.710 2.134 -0.253
C -3.971 -0.029 -0.462
C -4.236 -1.111 -1.508
C -3.936 -0.415 1.076
H 0.113 -3.100 -1.028
H 1.281 -1.911 -0.789
H -0.703 -2.251 1.292
H 1.893 -2.291 1.494
H 0.888 -1.119 2.525
H 0.993 1.840 1.926
H 2.540 3.190 0.495
H 3.959 -2.002 0.125
H 4.768 2.886 -0.922
H 6.130 -1.357 -0.684
H 6.348 1.200 -1.687
H -1.130 -0.490 -1.586
H -2.809 0.974 -2.050
H -4.962 0.627 -0.493
H -3.985 -0.730 -2.502
H -5.313 -1.487 -1.476
H -3.567 -2.005 -1.459
H -4.669 -1.164 1.164
H -4.316 0.489 1.593
H -2.989 -0.696 1.414
H -1.926 1.334 1.294
N 0.276 -2.090 -0.728
N 2.520 2.184 0.516
N -1.466 -0.040 -0.715
O -1.123 0.384 1.515
O -3.088 3.083 -0.834
O -2.403 2.189 1.064
*
```

## Properties
Largest force on an atom (eV/Å): 4.18
Orbital gap (eV): 8.37
HOMO level (eV): -7.9


[3]
The following is a quantum chemistry calculation of C5H10O in the gas phase, from the OMol25 dataset.

```
! RIJCOSX wB97M-V def2-TZVPD def2/J DEFGRID3
* xyz 0 1
C 2.080 0.524 0.158
C 0.919 -0.092 -0.614
C -0.251 -0.409 0.318
C -1.551 -0.777 -0.395
O -2.466 0.279 0.001
C -0.810 0.860 0.978
H 2.458 -0.167 0.922
H 1.740 1.437 0.661
H 2.913 0.786 -0.502
H 1.244 -1.002 -1.138
H 0.573 0.618 -1.377
H 0.051 -1.201 1.020
H -2.002 -1.699 -0.032
H -1.469 -0.840 -1.486
H -1.191 0.602 1.978
H -2.240 1.082 -0.491
*
```

## Properties
Largest force on an atom (eV/Å): 0.33
Orbital gap (eV): 8.84
HOMO level (eV): -8.2


[4]
The following is a quantum chemistry calculation of C4H8O3 in the gas phase, from the OMol25 dataset.

```
! RIJCOSX wB97M-V def2-TZVPD def2/J DEFGRID3
* xyz 0 1
C 1.963 -0.749 1.262
C 0.854 0.231 0.928
O -0.067 -0.446 0.052
C -0.984 0.281 -0.626
O -1.351 1.438 0.003
C -1.823 -0.404 -1.581
O -0.945 0.609 -2.084
H 1.578 -1.609 1.818
H 2.436 -1.113 0.347
H 2.727 -0.260 1.876
H 1.244 1.115 0.419
H 0.336 0.560 1.838
H -1.571 1.970 -0.779
H -1.500 -1.394 -1.886
H -2.896 -0.230 -1.587
*
```

## Properties
SMILES: CCO[C@]1(O)CO1
Largest force on an atom (eV/Å): 1.08
Orbital gap (eV): 10.88
HOMO level (eV): -9.9


[5]
The following is a quantum chemistry calculation of a molecular structure, C4H13CaClLiNNbO11PS, from the OMol25 dataset.

```
! RIJCOSX wB97M-V def2-TZVPD def2/J DEFGRID3
* xyz 0 1
O -2.522 -3.666 -2.532
N -1.631 -4.463 -2.499
O -0.714 -4.255 -3.489
C 0.089 -3.068 -3.136
Nb 2.319 -3.396 -3.478
P 2.415 -4.343 -1.057
O 2.579 -2.919 -0.052
Cl 4.064 -5.635 -0.818
H -0.355 -2.171 -3.708
H -0.053 -2.841 -2.001
H 2.589 -1.702 -2.861
H 4.156 -3.536 -3.571
H 2.091 -5.055 -4.190
H 2.291 -2.714 -5.162
H 2.168 -2.213 -0.608
Ca 3.280 -0.114 -2.188
C 1.130 0.974 1.522
O 2.097 1.539 2.084
O -0.049 1.338 2.096
O 1.090 0.170 0.571
H 0.416 1.922 2.734
C -2.899 5.188 2.020
C -4.225 4.577 1.588
O -3.913 3.229 1.235
S -2.690 2.705 2.170
O -3.247 1.959 3.264
O -1.657 2.185 1.327
O -2.220 4.154 2.733
H -2.290 5.463 1.154
H -3.037 6.063 2.658
H -4.670 5.103 0.743
H -4.937 4.553 2.418
O 4.477 0.164 3.577
H 3.675 0.668 3.492
Li 0.181 0.139 3.961
*
```

## Properties
Largest force on an atom (eV/Å): 5.75
Orbital gap (eV): 2.50
HOMO level (eV): -5.2


[6]
The following is a quantum chemistry calculation of C23H37N3OS in the gas phase, from the OMol25 dataset.

```
! RIJCOSX wB97M-V def2-TZVPD def2/J DEFGRID3
* xyz 0 1
O 2.892 1.803 1.884
C 1.733 1.430 1.776
C 0.670 2.249 2.406
C 0.715 3.615 2.452
C -0.332 4.188 3.201
C -1.149 3.252 3.748
S -0.666 1.655 3.341
N 1.399 0.317 1.082
C 2.478 -0.476 0.527
C 2.778 -1.693 1.413
N 3.610 -2.658 0.721
C 4.995 -2.226 0.627
C 5.785 -3.175 -0.269
C 5.729 -4.592 0.292
C 4.269 -4.996 0.456
C 3.540 -3.977 1.327
C 0.043 -0.112 0.810
C -0.719 0.865 -0.096
C -0.080 0.975 -1.479
C -0.919 1.908 -2.345
C -2.362 1.412 -2.389
N -2.896 1.393 -1.042
C -4.339 1.327 -0.910
C -5.041 0.133 -1.606
C -6.330 0.712 -2.182
C -5.915 2.113 -2.621
C -5.031 2.591 -1.470
C -2.180 0.430 -0.234
H 1.481 4.179 1.951
H -0.464 5.246 3.332
H -2.010 3.394 4.370
H 3.352 0.175 0.463
H 2.209 -0.819 -0.474
H 3.230 -1.349 2.360
H 1.829 -2.182 1.655
H 5.019 -1.222 0.203
H 5.465 -2.186 1.627
H 5.345 -3.163 -1.267
H 6.817 -2.830 -0.342
H 6.244 -5.287 -0.374
H 6.229 -4.621 1.263
H 3.790 -5.027 -0.523
H 4.191 -5.985 0.911
H 2.487 -4.260 1.415
H 3.979 -3.979 2.341
H 0.102 -1.084 0.316
H -0.508 -0.253 1.745
H -0.713 1.859 0.361
H 0.940 1.352 -1.392
H -0.042 -0.015 -1.943
H -0.903 2.912 -1.918
H -0.513 1.955 -3.357
H -2.965 2.079 -3.005
H -2.372 0.409 -2.855
H -4.526 1.273 0.168
H -5.225 -0.689 -0.915
H -4.415 -0.239 -2.417
H -6.727 0.113 -3.002
H -7.091 0.780 -1.404
H -5.340 2.053 -3.547
H -6.767 2.770 -2.790
H -5.652 3.037 -0.693
H -4.299 3.336 -1.775
H -2.640 0.392 0.757
H -2.219 -0.587 -0.667
*
```

## Properties
SMILES: O=C(c1cccs1)N(CCN1CCCCC1)C[C@H]1CCCN(C2CCCC2)C1
Largest force on an atom (eV/Å): 0.70
Orbital gap (eV): 8.89
HOMO level (eV): -8.3


Q: What is the formula in the second record?
A: C16H21N3O3